Entry 1:
C41H50I2N2O3RuSbSi2 | ωB97M-V/def2-TZVPD

⟨S²⟩ = 0.7688
LUMO (spin up / spin down) = -0.0033 / -0.0247 Eh
electronic energy = -93530.4188 eV
2S+1 = 2
max |F| = 1.10 eV/A
frontier orbital gap (spin up / spin down) = 6.261 / 6.459 eV

Element x y z (Å)
Ru1 -0.569 0.112 -1.077
C1 0.008 -3.156 -3.342
Si1 0.606 -2.970 -1.591
C2 2.380 -2.395 -1.527
C3 0.722 -4.728 -0.942
N1 -0.388 -1.826 -0.621
C4 -1.306 -2.164 0.320
C5 -1.641 -3.487 0.734
C6 -2.597 -3.724 1.677
C7 -3.305 -2.657 2.268
C8 -3.019 -1.373 1.910
C9 -2.003 -1.074 0.953
N2 -1.618 0.172 0.605
Si2 -2.557 1.582 1.194
C10 -1.745 3.182 0.662
C11 -4.293 1.555 0.532
C12 -2.601 1.655 3.066
H1 0.860 -3.294 -4.015
H2 -0.576 -2.308 -3.691
H3 -0.616 -4.051 -3.412
H4 3.021 -3.253 -1.745
H5 2.638 -2.049 -0.529
H6 2.663 -1.612 -2.232
H7 1.465 -5.208 -1.586
H8 -0.198 -5.304 -1.036
H9 1.082 -4.800 0.086
H10 -1.148 -4.323 0.281
H11 -2.832 -4.744 1.953
H12 -4.084 -2.858 2.992
H13 -3.583 -0.569 2.352
H14 -2.214 3.594 -0.234
H15 -0.672 3.093 0.480
H16 -1.877 3.917 1.460
H17 -4.295 1.381 -0.546
H18 -4.764 2.518 0.749
H19 -4.902 0.775 0.990
H20 -1.753 2.212 3.451
H21 -2.603 0.689 3.564
H22 -3.511 2.187 3.366
I1 -1.408 2.556 -2.770
C13 -0.184 1.792 -4.302
I2 1.151 0.408 -3.454
H23 0.378 2.601 -4.750
H24 -0.814 1.266 -5.009
O1 -5.238 -0.915 -1.474
C14 -5.164 -1.328 -2.768
C15 -6.287 -1.877 -3.386
C16 -6.235 -2.296 -4.702
C17 -5.055 -2.173 -5.425
C18 -3.946 -1.630 -4.803
C19 -3.966 -1.197 -3.477
C20 -2.682 -0.656 -2.912
O2 -2.643 -0.321 -1.679
O3 -1.686 -0.559 -3.652
H25 -6.126 -1.102 -1.151
H26 -7.206 -1.972 -2.819
H27 -7.118 -2.720 -5.162
H28 -5.000 -2.498 -6.455
H29 -3.007 -1.526 -5.330
C21 4.386 0.906 -1.313
C22 4.528 0.115 -0.043
C23 5.780 -0.429 0.239
C24 6.023 -1.119 1.413
C25 5.005 -1.261 2.343
C26 3.756 -0.723 2.075
C27 3.492 -0.048 0.885
Sb1 1.553 0.832 0.566
C28 1.008 1.031 2.614
C29 1.048 2.304 3.185
C30 0.824 2.487 4.540
C31 0.540 1.389 5.339
C32 0.473 0.127 4.775
C33 0.700 -0.076 3.413
C34 0.614 -1.484 2.878
C35 2.333 2.805 0.254
C36 1.734 3.507 -0.787
C37 2.177 4.759 -1.187
C38 3.260 5.326 -0.537
C39 3.866 4.639 0.504
C40 3.427 3.383 0.921
C41 4.168 2.738 2.064
H30 4.829 0.374 -2.156
H31 4.892 1.871 -1.221
H32 3.353 1.125 -1.567
H33 6.577 -0.300 -0.484
H34 7.004 -1.536 1.605
H35 5.181 -1.782 3.276
H36 2.990 -0.813 2.830
H37 1.280 3.165 2.569
H38 0.868 3.481 4.966
H39 0.365 1.516 6.400
H40 0.243 -0.730 5.398
H41 -0.404 -1.873 2.964
H42 1.270 -2.153 3.438
H43 0.894 -1.561 1.824
H44 0.898 3.060 -1.306
H45 1.677 5.280 -1.994
H46 3.629 6.300 -0.830
H47 4.707 5.090 1.019
H48 4.527 3.506 2.750
H49 5.034 2.176 1.707
H50 3.550 2.046 2.631

Entry 2:
C15H9Cl2LiO2 | ωB97M-V/def2-TZVPD

LUMO = -0.0890 Eh
electronic energy = -45042.7565 eV
max |F| = 3.96 eV/A
frontier orbital gap = 4.692 eV

Element x y z (Å)
Cl1 -3.226 -2.138 1.464
C1 -3.084 -1.073 0.151
C2 -3.520 -1.405 -1.063
C3 -3.439 -0.489 -2.183
O1 -3.795 -0.822 -3.324
C4 -2.919 0.860 -1.903
Cl2 -2.836 1.950 -3.199
C5 -2.494 1.195 -0.683
C6 -2.473 0.240 0.399
O2 -1.942 0.506 1.502
H1 -3.950 -2.380 -1.235
H2 -2.138 2.198 -0.495
C7 2.330 1.209 2.283
Li1 1.315 -0.480 1.322
C8 1.295 2.092 1.766
C9 0.944 1.750 0.467
C10 1.807 0.660 -0.006
C11 2.822 0.401 1.128
C12 3.448 -0.878 1.187
C13 3.174 -1.838 0.198
C14 2.225 -1.610 -0.811
C15 1.509 -0.405 -0.899
H3 3.146 1.689 2.840
H4 0.930 2.996 2.261
H5 0.210 2.290 -0.155
H6 4.091 -1.110 2.051
H7 3.801 -2.738 0.146
H8 2.080 -2.378 -1.579
H9 0.687 -0.291 -1.632

Entry 3:
C25H35Br39FNO7S | ωB97M-V/def2-TZVPD

LUMO = -0.0332 Eh
electronic energy = -2787513.2401 eV
max |F| = 5.94 eV/A
frontier orbital gap = 9.097 eV

Element x y z (Å)
C1 -2.401 -3.590 -2.908
C2 -2.289 -2.049 -3.242
C3 -3.772 -1.549 -3.559
C4 -1.431 -1.723 -4.526
C5 -0.219 -0.754 -4.293
C6 0.794 -1.287 -3.170
C7 -0.611 0.750 -4.065
O1 -1.688 0.961 -3.132
C8 -1.241 1.029 -1.822
O2 -2.351 0.637 -0.952
S1 -1.612 0.875 0.549
O3 -2.582 1.279 1.588
O4 -1.121 -0.486 0.877
O5 -0.433 2.018 0.158
C9 -0.822 2.413 -1.205
C10 -1.935 3.506 -0.908
C11 -1.526 4.465 0.284
F1 -2.152 4.121 1.486
C12 0.327 3.213 -1.939
O6 -0.129 3.760 -3.196
N1 0.192 5.090 -3.288
O7 -0.410 5.491 -4.228
H1 -2.371 -4.171 -3.859
H2 -3.409 -3.741 -2.429
H3 -1.604 -3.857 -2.174
H4 -1.898 -1.548 -2.312
H5 -4.462 -1.723 -2.702
H6 -4.110 -2.188 -4.428
H7 -3.760 -0.498 -3.938
H8 -2.110 -1.378 -5.354
H9 -0.987 -2.699 -4.873
H10 0.389 -0.775 -5.245
H11 1.488 -1.997 -3.678
H12 1.422 -0.388 -2.897
H13 0.272 -1.707 -2.279
H14 0.308 1.346 -3.824
H15 -0.982 1.145 -5.072
H16 -0.435 0.330 -1.468
H17 -2.939 3.060 -0.661
H18 -2.125 4.178 -1.789
H19 -0.414 4.513 0.437
H20 -1.831 5.522 0.000
H21 1.152 2.488 -2.189
H22 0.695 4.063 -1.313
C13 2.586 1.421 2.125
Br1 2.777 0.138 0.687
Br2 4.125 1.431 3.297
Br3 2.180 3.187 1.445
H23 1.734 1.107 2.719
C14 -4.817 0.900 4.818
Br4 -6.060 -0.473 4.253
Br5 -5.693 2.612 5.041
Br6 -3.845 0.377 6.409
H24 -4.088 1.017 4.022
C15 2.668 8.743 -3.001
Br7 1.460 7.353 -3.600
Br8 1.751 10.431 -2.754
Br9 3.635 8.212 -1.409
H25 3.402 8.891 -3.786
C16 -0.584 8.465 0.948
Br10 -0.321 7.155 -0.456
Br11 0.951 8.581 2.120
Br12 -1.075 10.191 0.227
H26 -1.419 8.122 1.551
C17 3.279 -4.138 1.573
Br13 1.517 -3.381 1.318
Br14 3.939 -3.826 3.368
Br15 3.333 -6.015 1.099
H27 3.949 -3.620 0.895
C18 4.212 -6.994 5.980
Br16 2.472 -7.733 5.561
Br17 4.273 -6.278 7.777
Br18 5.629 -8.276 5.667
H28 4.379 -6.164 5.300
C19 0.176 0.982 -8.464
Br19 -1.532 0.156 -8.843
Br20 0.221 1.735 -6.678
Br21 1.649 -0.240 -8.760
H29 0.297 1.803 -9.163
C20 -3.726 10.522 -3.226
Br22 -3.605 12.373 -2.669
Br23 -1.979 9.705 -3.380
Br24 -4.896 9.499 -2.070
H30 -4.171 10.515 -4.215
C21 0.578 -5.416 -5.951
Br25 1.236 -3.680 -6.509
Br26 1.750 -6.843 -6.533
Br27 0.251 -5.490 -4.042
H31 -0.377 -5.568 -6.444
C22 -0.092 -5.692 8.912
Br28 0.955 -7.286 9.247
Br29 0.170 -4.359 10.291
Br30 0.238 -4.971 7.145
H32 -1.136 -5.984 8.946
C23 1.063 9.940 6.443
Br31 2.578 9.402 5.365
Br32 -0.192 11.012 5.431
Br33 0.201 8.420 7.278
H33 1.446 10.567 7.241
C24 2.019 -11.628 7.305
Br34 0.257 -10.870 7.041
Br35 2.679 -11.305 9.096
Br36 2.068 -13.510 6.847
H34 2.690 -11.118 6.622
C25 3.497 -12.533 2.812
Br37 5.025 -13.456 3.561
Br38 2.920 -11.070 3.941
Br39 3.827 -11.949 0.996
H35 2.681 -13.247 2.774

Entry 4:
C10H18O2 | ωB97M-V/def2-TZVPD

LUMO = 0.0308 Eh
electronic energy = -14757.2075 eV
max |F| = 0.56 eV/A
frontier orbital gap = 10.649 eV

Element x y z (Å)
C1 0.677 -1.650 1.357
H1 -0.192 -2.146 1.784
H2 1.375 -2.419 1.028
H3 1.156 -1.077 2.141
C2 0.255 -0.808 0.150
C3 -0.324 -1.792 -0.872
H4 0.478 -2.310 -1.399
H5 -0.990 -1.310 -1.580
H6 -0.913 -2.546 -0.353
C4 1.389 0.101 -0.374
H7 2.283 -0.403 -0.740
C5 1.638 1.041 0.815
H8 2.323 0.595 1.534
H9 2.079 1.982 0.488
C6 0.226 1.236 1.402
H10 0.159 0.880 2.429
H11 -0.079 2.282 1.398
C7 -0.673 0.390 0.481
C8 -2.043 0.084 1.052
H12 -2.638 -0.456 0.321
H13 -1.956 -0.512 1.957
H14 -2.557 1.011 1.293
C9 -0.727 1.171 -0.856
O1 -1.724 0.714 -1.735
H15 -1.394 0.875 -2.632
H16 -0.911 2.238 -0.655
C10 0.707 0.968 -1.445
O2 0.691 0.435 -2.744
H17 0.468 -0.502 -2.687
H18 1.218 1.929 -1.558

Entry 5:
C6H10N2 | ωB97M-V/def2-TZVPD

LUMO = 0.0099 Eh
electronic energy = -9360.4199 eV
max |F| = 2.59 eV/A
frontier orbital gap = 8.810 eV

Element x y z (Å)
C1 -1.725 -1.248 -0.790
C2 -0.398 -0.562 -0.991
C3 0.928 -0.089 1.116
N1 -0.280 2.091 -0.087
C4 1.582 1.067 0.924
C5 0.953 2.178 0.295
C6 0.529 -1.109 1.821
N2 0.493 -0.899 -1.822
H1 0.273 -1.761 -2.330
H2 -0.421 0.599 -0.651
H3 -0.608 2.893 -0.621
H4 2.653 1.109 1.083
H5 1.593 3.025 0.038
H6 -2.462 -0.794 -1.457
H7 -1.673 -2.312 -1.021
H8 -2.079 -1.115 0.232
H9 0.423 -1.035 2.896
H10 0.220 -2.037 1.363

Entry 6:
C6H9P | ωB97M-V/def2-TZVPD

LUMO = 0.0154 Eh
electronic energy = -15650.3252 eV
max |F| = 3.50 eV/A
frontier orbital gap = 9.102 eV

Element x y z (Å)
C1 0.560 0.914 -0.724
C2 -0.571 1.688 -0.159
C3 1.120 1.893 0.129
C4 0.103 -0.513 -0.598
C5 -0.967 0.229 0.299
C6 1.072 -1.517 -0.050
P1 -2.794 -0.164 -0.053
H1 1.762 1.701 1.010
H2 1.279 2.890 -0.123
H3 -0.279 -0.799 -1.531
H4 -0.789 0.242 1.335
H5 1.873 -1.082 0.572
H6 1.800 -1.980 -0.777
H7 0.677 -2.398 0.456
H8 -2.878 0.896 -0.994
H9 -3.264 0.774 0.948